Entry 1:
Molecular formula: C16H19Br6FO6
Method: DFT, wB97M-V/def2-TZVPD

Summary:
HOMO   -9.2 eV
LUMO energy   -0.6 eV
Multiplicity   1
Kohn-Sham gap   8.597 eV

Geometry as XYZ:
```
48
Properties=species:S:1:pos:R:3:forces:R:3:lowdin_charge:R:1
C -5.3762 -1.9974 -0.7604 0.247 -0.203 -1.034 -0.02
C -3.8744 -2.2644 -1.0595 -2.505 -0.490 1.347 -0.28
C -3.0598 -2.1845 0.2201 0.577 1.115 -0.536 -0.12
O -2.2256 -3.2977 0.1441 0.956 -2.306 -0.377 0.05
C -2.7403 -4.2195 -0.7272 1.855 -2.618 -1.373 -0.48
O -2.2625 -5.3394 -1.0139 -1.794 4.195 1.585 0.10
O -3.8014 -3.6663 -1.3459 0.354 -0.567 -0.459 0.07
H -5.6183 -0.9359 -0.7085 0.122 -0.047 0.446 0.09
H -5.7057 -2.5885 0.0941 0.290 0.442 0.365 0.09
H -6.0079 -2.3997 -1.5524 0.251 0.087 -0.414 0.08
H -3.4850 -1.6787 -1.8922 0.073 -0.120 0.036 0.16
H -3.6053 -2.2567 1.1610 -0.288 0.399 -0.208 0.14
H -2.4137 -1.3099 0.1452 -0.133 0.141 0.639 0.14
C -1.5417 6.5883 1.5062 0.613 0.913 1.052 -0.03
C -1.7212 5.3130 0.7422 -0.254 0.133 0.178 -0.32
C -0.5880 4.2929 0.8118 -0.183 0.648 -1.190 -0.09
O -0.9853 3.3959 1.8167 0.889 -0.633 1.398 0.08
C -2.2801 3.5244 2.0732 -2.863 -1.809 0.559 -0.53
O -3.0025 2.7731 2.7385 2.513 2.253 -1.620 0.11
O -2.7589 4.5454 1.3282 -1.349 -0.066 0.526 0.07
H -0.7162 7.1859 1.1196 -0.015 -0.017 -0.330 0.09
H -1.2872 6.4440 2.5562 0.162 -0.550 0.104 0.09
H -2.4099 7.2422 1.5879 -0.252 -0.267 -0.616 0.09
H -2.0231 5.5556 -0.2767 0.094 -0.253 -0.060 0.15
H 0.3706 4.7742 1.0056 0.041 -0.469 0.123 0.14
H -0.6200 3.7193 -0.1145 0.608 0.097 -0.143 0.14
F 4.4801 -0.6680 4.1458 1.193 0.538 -0.183 0.07
C 3.4838 -1.0154 4.9536 -0.306 0.352 0.010 -0.32
C 3.4784 -0.6287 6.2792 -0.029 0.381 1.145 -0.02
C 2.4444 -1.0035 7.1578 0.625 -0.584 -1.529 -0.08
C 1.4464 -1.7774 6.6059 -1.021 -0.601 -1.284 -0.10
C 1.3943 -2.0560 5.2136 1.592 0.086 -0.139 -0.06
C 2.4648 -1.6917 4.3493 -2.158 -0.640 1.731 -0.01
H 4.2663 -0.0100 6.6828 0.305 -0.037 -0.266 0.11
H 2.4581 -0.8092 8.2201 0.148 0.252 -0.070 0.10
H 0.6719 -2.2064 7.2244 -0.158 0.145 0.095 0.09
H 0.6365 -2.6598 4.7366 -0.408 0.021 0.465 0.10
H 2.4379 -1.9474 3.3004 0.215 0.087 0.018 0.12
C 5.4679 -2.3872 -11.7137 0.431 0.459 -0.284 -1.49
Br 4.6368 -2.8824 -13.4503 0.729 0.118 1.166 0.52
Br 6.4404 -0.6502 -11.8679 -0.379 -1.093 -0.031 0.50
Br 6.6343 -3.7893 -10.8841 -1.064 1.073 -0.803 0.51
H 4.6451 -2.1196 -11.0508 0.282 -0.557 -0.045 -0.04
C 2.3745 -0.7064 -3.8559 0.168 0.743 -0.302 -1.51
Br 3.2647 -1.5722 -5.4177 -0.518 0.672 1.245 0.52
Br 1.4487 0.9752 -4.3830 0.348 -0.984 0.008 0.49
Br 3.5546 -0.2211 -2.3591 -0.318 -0.592 -0.796 0.53
H 1.6094 -1.3890 -3.4860 0.316 0.154 -0.146 -0.03
```
Forces are in eV/Å.


Entry 2:
Molecular formula: C16H19Cl2N3O2
Method: DFT, wB97M-V/def2-TZVPD

Summary:
HOMO   -8.1 eV
LUMO energy   0.6 eV
SMILES   O=C(CCCOc1ccc(Cl)cc1Cl)NCCCn1ccnc1
Multiplicity   1
Kohn-Sham gap   8.681 eV

Geometry as XYZ:
```
42
Properties=species:S:1:pos:R:3:forces:R:3:lowdin_charge:R:1
O -2.5320 -1.0720 -1.4387 -0.128 0.032 -0.545 0.07
C -2.2555 -1.1450 -0.2600 0.169 -0.113 0.785 -0.50
C -1.2737 -2.1450 0.3292 0.105 -0.240 -0.401 -0.10
C -0.4951 -2.8775 -0.7609 0.204 0.339 0.089 -0.15
C 0.6621 -2.0249 -1.2694 -0.313 -0.206 -0.314 -0.19
O 1.6078 -1.9346 -0.2193 0.077 0.046 0.174 -0.08
C 2.6430 -1.0818 -0.3394 0.435 0.038 0.037 -0.34
C 2.9857 -0.3797 -1.4906 -0.117 -0.255 0.073 -0.02
C 4.0791 0.4676 -1.5086 0.064 -0.011 0.139 -0.10
C 4.8520 0.6186 -0.3723 -0.231 -0.140 0.012 -0.69
Cl 6.2154 1.6786 -0.3897 0.255 0.197 -0.007 0.66
C 4.5462 -0.0744 0.7888 -0.082 0.050 -0.195 -0.13
C 3.4521 -0.9142 0.7928 -0.126 -0.026 -0.371 -0.60
Cl 3.0502 -1.7811 2.2246 -0.040 -0.152 0.357 0.72
N -2.8476 -0.3581 0.6713 -0.208 0.032 0.233 0.06
C -3.8700 0.6057 0.3211 0.037 0.076 -0.460 -0.17
C -3.3311 1.8172 -0.4479 0.044 -0.076 0.361 -0.16
C -2.3776 2.6905 0.3725 -0.578 0.152 -0.455 -0.14
N -1.1452 2.0115 0.6716 0.412 0.022 0.163 -0.09
C -0.7230 1.5647 1.8923 0.123 0.002 0.249 -0.09
C 0.4687 0.9345 1.6757 -0.208 0.039 0.243 -0.14
N 0.7800 0.9825 0.3549 0.271 -0.080 -0.324 0.10
C -0.1996 1.6268 -0.2156 -0.084 0.077 -0.072 -0.16
H -1.8497 -2.8577 0.9244 -0.002 0.055 0.058 0.13
H -0.5763 -1.6315 0.9933 -0.059 0.015 0.116 0.11
H -0.0922 -3.8108 -0.3672 0.000 -0.039 -0.043 0.12
H -1.1641 -3.0965 -1.5939 0.060 -0.049 0.007 0.12
H 1.1210 -2.4943 -2.1498 0.000 0.107 0.075 0.13
H 0.3027 -1.0254 -1.5379 0.069 -0.042 -0.019 0.12
H 2.3916 -0.4833 -2.3832 -0.101 -0.023 -0.088 0.11
H 4.3272 1.0100 -2.4070 0.041 0.056 -0.068 0.11
H 5.1462 0.0414 1.6769 0.045 -0.004 0.070 0.11
H -2.5151 -0.3882 1.6208 0.065 -0.083 -0.133 0.13
H -4.3693 0.9246 1.2382 -0.020 -0.042 -0.022 0.12
H -4.5965 0.0985 -0.3218 -0.028 0.081 0.155 0.12
H -4.1773 2.4280 -0.7648 -0.017 0.042 -0.057 0.11
H -2.8199 1.4514 -1.3389 -0.057 0.062 -0.057 0.10
H -2.1507 3.6012 -0.1926 -0.033 -0.052 0.177 0.13
H -2.8473 2.9795 1.3169 0.110 0.038 -0.072 0.13
H -1.2823 1.7447 2.7885 -0.129 0.076 0.166 0.11
H 1.1186 0.4553 2.3794 0.099 -0.096 0.235 0.08
H -0.2587 1.8432 -1.2637 -0.121 0.097 -0.272 0.14
```
Forces are in eV/Å.


Entry 3:
Molecular formula: C16H19Cl2O6PS
Method: DFT, wB97M-V/def2-TZVPD

Summary:
HOMO   -9.2 eV
LUMO energy   -1.4 eV
SMILES   O=C1C(P(O)Cl)=CC(=O)c2c(CCCCl)cccc21.CCOS(C)(=O)=O
Multiplicity   1
Kohn-Sham gap   7.811 eV

Geometry as XYZ:
```
45
Properties=species:S:1:pos:R:3:forces:R:3:lowdin_charge:R:1
O -0.2499 3.3629 -1.4626 0.481 0.136 0.388 0.09
C 0.5661 2.8358 -0.7501 1.082 -0.825 0.313 -0.35
C 0.8481 3.2989 0.7234 1.058 -0.796 1.162 -0.32
P 0.9065 5.1147 1.1912 -0.941 1.087 -0.369 0.60
O 1.0052 5.1673 2.8729 0.220 -1.036 -1.247 -0.38
Cl 2.8238 5.7385 0.5546 -0.597 -0.788 0.589 0.16
C 1.0758 2.3874 1.7137 -0.251 -0.571 -1.674 0.01
C 1.0724 0.8693 1.3070 0.269 0.987 -0.816 -0.30
O 0.6421 0.0132 2.0363 0.446 0.381 -0.134 0.11
C 1.6481 0.5971 -0.1247 0.564 -0.051 -1.289 -0.01
C 2.4402 -0.5907 -0.4054 -0.116 0.987 -1.342 -0.12
C 2.7884 -1.6901 0.6466 0.014 -0.167 -0.788 -0.16
C 1.6005 -2.6757 0.9550 -0.008 -0.830 1.075 -0.25
C 1.9946 -3.4376 2.2929 0.957 0.330 -1.163 -0.59
Cl 0.9067 -4.8616 2.6004 0.431 0.843 0.062 0.50
C 2.9710 -0.7310 -1.7735 -0.953 1.644 0.348 -0.01
C 2.7392 0.2550 -2.8307 -0.734 -0.025 2.258 -0.04
C 1.9294 1.4420 -2.5371 0.335 -1.510 1.194 0.00
C 1.4042 1.5940 -1.1970 0.600 -0.872 0.750 -0.06
H 0.3313 4.5604 3.2324 0.259 0.351 0.017 0.05
H 1.2630 2.6619 2.7761 -0.134 -0.341 -0.917 0.12
H 3.6178 -2.3140 0.2023 -0.749 0.679 0.409 0.11
H 3.2318 -1.2595 1.5905 -0.762 -0.191 -0.884 0.13
H 1.4790 -3.4820 0.1774 0.286 1.014 0.509 0.11
H 0.6059 -2.1841 1.0820 0.980 -0.210 -0.150 0.09
H 2.0759 -2.7441 3.1635 -0.586 -0.705 -0.554 0.08
H 3.0285 -3.8604 2.1347 -1.088 0.255 0.252 0.08
H 3.6013 -1.6223 -1.9812 -0.544 0.781 0.083 0.11
H 3.2057 0.0826 -3.8311 -0.595 0.308 1.025 0.11
H 1.7267 2.2095 -3.3218 0.175 -0.754 0.885 0.12
C -5.1059 -2.2833 -1.1533 0.006 -0.012 0.320 -0.07
C -3.9412 -1.6365 -1.8787 -0.367 -0.798 -0.209 -0.26
O -3.6125 -0.3591 -1.3210 0.401 0.357 0.324 -0.26
S -2.7695 -0.3184 0.0457 -0.231 0.508 -0.375 0.59
C -2.3445 1.3948 -0.0121 -0.071 -0.034 -0.129 -0.11
O -1.5781 -1.1006 -0.1203 -0.273 -0.131 0.163 -0.28
O -3.6623 -0.5344 1.1453 0.324 -0.226 -0.091 -0.27
H -4.8300 -2.5591 -0.1344 -0.003 -0.005 -0.061 0.07
H -5.4272 -3.1872 -1.6737 0.045 0.063 -0.061 0.08
H -5.9489 -1.5933 -1.0846 0.033 -0.034 -0.098 0.08
H -3.0659 -2.2910 -1.8841 0.063 0.164 0.113 0.12
H -4.2181 -1.4603 -2.9190 0.141 0.304 0.092 0.12
H -1.7114 1.5697 -0.8776 -0.137 -0.061 -0.015 0.06
H -1.8062 1.6373 0.9038 -0.063 -0.151 0.032 0.07
H -3.2575 1.9840 -0.0735 0.033 -0.057 0.001 0.08
```
Forces are in eV/Å.


Entry 4:
Molecular formula: C16H19Cl32NO7P2S2
Method: DFT, wB97M-V/def2-TZVPD

Summary:
HOMO   -8.2 eV
LUMO energy   -0.7 eV
SMILES   C[C@@H](Cl)[C@H](Cl)[C@@]1(P(O)O)OS(=O)(=O)O[C@@]1(N=C=O)[PH2]=S.ClC(Cl)Cl.ClC(Cl)Cl.ClC(Cl)Cl.ClC(Cl)Cl.ClC(Cl)Cl.ClC(Cl)Cl.ClC(Cl)Cl.ClC(Cl)Cl.ClC(Cl)Cl.ClC(Cl)Cl
Multiplicity   1
Kohn-Sham gap   7.518 eV

Geometry as XYZ:
```
79
Properties=species:S:1:pos:R:3:forces:R:3:lowdin_charge:R:1
C 0.6992 -2.7050 3.0820 0.797 0.085 0.087 -0.16
C 0.4522 -3.3500 1.6364 0.397 0.398 0.741 -0.68
Cl 2.1310 -3.9272 1.0443 -1.225 0.314 0.199 0.54
C -0.4773 -4.6520 1.6326 1.246 1.258 1.322 -0.60
Cl -0.7565 -5.0897 -0.1589 -0.200 0.293 1.710 0.61
C -1.8517 -4.5256 2.4539 -0.451 -1.791 0.435 -0.43
P -2.6494 -6.3046 2.3116 -2.666 -2.981 -2.815 0.99
O -3.4883 -6.7012 3.7474 1.793 0.676 -0.742 -0.27
O -1.4616 -7.4713 1.9115 0.130 1.112 1.718 -0.32
O -1.7906 -4.4053 3.9301 -0.883 2.191 -0.114 -0.25
S -3.0735 -3.5269 4.5754 -2.112 0.939 4.349 0.74
O -4.0770 -4.2670 5.4263 2.990 0.869 -3.293 -0.30
O -2.6346 -2.3420 5.3803 -0.129 -3.004 -3.676 -0.30
O -3.8821 -3.3072 3.1117 2.059 -0.325 0.479 -0.28
C -3.0682 -3.5888 1.9081 -0.072 -1.763 1.546 -0.57
N -3.9493 -4.5220 1.1358 0.370 4.200 -6.161 0.04
C -4.0423 -4.1328 -0.1247 -3.419 0.916 -0.251 -0.21
O -4.4564 -3.7467 -1.2276 2.894 -2.529 5.582 0.10
P -2.7427 -1.8372 1.2365 -0.481 2.423 0.899 0.44
S -2.4423 -0.4861 2.6418 0.229 -0.988 -0.728 0.21
H 1.7540 -2.2235 3.0490 -1.854 -0.862 0.071 0.07
H 0.6984 -3.4917 3.9125 0.007 1.009 -1.248 0.10
H -0.0206 -1.8628 3.3573 0.656 -1.427 -0.624 0.00
H 0.1508 -2.5267 0.9052 0.288 -1.402 0.919 0.05
H 0.1393 -5.4835 2.1567 -1.159 1.214 -1.222 0.13
H -4.4583 -6.6752 3.5648 1.188 0.024 -0.176 0.08
H -1.5411 -7.7819 0.9836 -0.470 0.653 0.908 0.05
H -1.7532 -1.7720 0.1886 -0.662 -0.794 0.410 -0.02
H -3.9844 -1.4225 0.6065 0.796 -1.278 0.233 -0.03
Cl -3.3741 -0.2425 -1.4664 -0.003 0.367 -0.579 0.54
C -4.4023 -0.6519 -2.8490 -0.160 -0.094 -0.064 -1.51
Cl -6.0852 -0.8366 -2.3375 0.226 0.007 -0.050 0.55
Cl -4.2682 0.5813 -4.1114 -0.012 -0.125 0.080 0.56
H -4.0622 -1.6014 -3.2595 -0.053 0.202 0.110 0.02
Cl -0.6320 0.6670 -6.2536 -0.073 0.035 0.120 0.52
C -0.6998 1.4990 -4.6927 0.105 0.093 -0.074 -1.53
Cl 0.0368 0.5046 -3.4266 -0.070 0.010 -0.016 0.50
Cl 0.1025 3.0729 -4.7902 -0.445 -0.476 0.102 0.48
H -1.7451 1.6621 -4.4367 0.246 -0.068 -0.034 -0.04
Cl -2.8106 -5.1505 9.5832 0.007 -0.037 -0.130 0.52
C -2.7254 -5.8682 7.9675 -0.099 0.029 0.004 -1.54
Cl -1.0497 -5.9216 7.3984 -0.122 0.045 -0.030 0.52
Cl -3.4331 -7.4904 7.9695 0.046 0.137 -0.030 0.52
H -3.2997 -5.2445 7.2842 0.133 -0.149 0.120 -0.03
Cl 3.0563 1.3744 -5.3781 0.152 0.040 -0.203 0.49
C 4.2554 2.4696 -6.0840 -0.036 -0.004 0.018 -1.49
Cl 3.5092 4.0162 -6.5136 0.024 -0.249 -0.126 0.51
Cl 5.6042 2.7210 -4.9654 0.001 0.186 -0.378 0.50
H 4.6440 2.0125 -6.9924 -0.084 0.105 0.208 0.02
Cl 0.7042 5.9557 -4.7557 0.080 0.499 0.143 0.47
C -0.2666 6.6091 -3.4282 -0.042 -0.029 -0.052 -1.52
Cl 0.2881 8.2327 -2.9920 -0.065 -0.166 0.053 0.52
Cl -1.9808 6.6347 -3.8661 0.158 -0.039 0.077 0.53
H -0.1436 5.9605 -2.5623 -0.025 0.124 -0.196 0.02
Cl 6.2476 1.3871 -0.3211 0.043 -0.063 -0.110 0.51
C 6.0864 0.2216 -1.6436 -0.140 -0.019 0.006 -1.53
Cl 5.9190 -1.4214 -1.0070 0.064 0.113 -0.060 0.52
Cl 4.7069 0.6344 -2.6716 0.158 -0.263 0.378 0.48
H 6.9900 0.2639 -2.2495 -0.193 -0.006 0.140 0.02
Cl 3.3235 8.3806 -4.8377 0.172 -0.019 0.076 0.50
C 4.1459 7.5490 -3.5099 0.020 -0.001 -0.006 -1.53
Cl 4.6319 5.9196 -4.0016 -0.035 0.244 0.176 0.48
Cl 5.5507 8.4795 -2.9695 -0.347 0.008 0.309 0.50
H 3.4504 7.4624 -2.6765 0.120 0.029 -0.193 0.00
Cl 2.8115 1.9802 2.0116 -0.174 -0.031 -0.018 0.53
C 1.1490 1.4602 2.3214 0.039 0.017 0.079 -1.51
Cl 0.5298 0.5156 0.9526 0.176 0.115 0.006 0.50
Cl 1.0607 0.5376 3.8263 0.011 0.321 -0.087 0.56
H 0.5278 2.3476 2.4307 0.102 -0.220 -0.060 0.02
Cl -6.8862 1.5336 3.5600 0.018 -0.052 0.107 0.52
C -6.0534 0.6982 4.8798 0.077 -0.079 -0.001 -1.52
Cl -5.5569 -0.9224 4.3744 -0.263 0.173 0.110 0.55
Cl -4.6544 1.6355 5.4240 -0.132 -0.084 -0.015 0.52
H -6.7457 0.6001 5.7142 0.156 0.038 -0.190 0.02
Cl 7.4209 7.8028 -5.5038 0.316 0.073 -0.270 0.49
C 8.7853 8.8895 -5.7991 -0.071 -0.091 -0.028 -1.54
Cl 10.0369 8.6650 -4.5681 -0.106 0.066 -0.077 0.52
Cl 9.4514 8.6277 -7.4180 -0.041 0.083 0.107 0.52
H 8.4255 9.9153 -5.7387 0.088 -0.227 -0.015 0.02
```
Forces are in eV/Å.